[1]
DFT (the ωB97M-V functional and the def2-TZVPD basis) results for a molecular structure, C40H37Cl2F3N2O4S4SbSe2Ta.

```
96
Properties=species:S:1:pos:R:3:forces:R:3
Ta 12.5844 -18.8124 4.5310 0.4 0.3 0.1
O 12.3073 -15.9649 1.3307 0.1 -0.5 0.8
C 13.5377 -15.4241 1.3841 0.5 0.1 -0.2
C 13.8282 -14.5144 0.3663 -0.2 0.1 -0.5
C 15.0952 -14.0039 0.1948 0.1 -0.9 0.4
C 16.1155 -14.3927 1.0626 0.3 0.4 0.3
C 15.8302 -15.2234 2.1261 0.0 0.4 0.0
C 14.5588 -15.7428 2.3222 -1.0 0.0 -0.4
C 14.2774 -16.5921 3.4834 0.4 0.4 0.1
O 13.1218 -17.2080 3.4761 0.0 -0.1 -0.2
N 15.1069 -16.7067 4.4601 -0.5 -0.2 -0.3
N 14.6763 -17.6596 5.4079 -0.4 0.4 -0.6
C 15.6121 -17.7674 6.2809 0.4 -0.8 0.3
S 15.6011 -18.9267 7.5788 0.1 0.4 0.2
C 17.4145 -18.8239 7.8922 -1.1 -0.9 0.1
C 17.8790 -17.4331 7.5937 0.4 0.1 0.2
S 17.0979 -16.8705 6.0815 0.1 0.4 -0.4
H 12.2703 -16.6654 2.0230 -0.2 0.5 -0.4
H 13.0587 -14.2741 -0.3708 0.1 -0.2 0.4
H 15.2948 -13.4313 -0.6829 0.2 0.6 -0.3
H 17.1156 -13.9831 0.9832 -0.1 -0.1 -0.2
H 16.5702 -15.4539 2.8736 0.3 -0.1 0.0
H 17.8450 -19.6001 7.2550 0.3 0.3 0.0
H 17.5537 -19.1180 8.9282 0.1 0.1 0.1
H 18.9601 -17.4952 7.4368 -0.1 0.4 -0.1
H 17.6619 -16.7012 8.3839 0.1 -0.4 0.0
O 13.9908 -24.2416 1.6800 -0.4 0.2 -0.3
C 13.0428 -23.2653 1.2131 0.4 0.0 0.0
C 12.8784 -22.1212 2.2151 0.2 0.0 1.0
C 12.0125 -22.6878 3.3379 0.1 0.4 1.1
O 12.1227 -21.9611 4.5930 0.1 -0.3 -0.6
C 12.2577 -20.9127 1.5147 0.5 -0.2 -0.1
Se 11.2802 -19.5980 2.5514 -0.6 0.3 0.3
C 14.2371 -21.7958 2.8418 0.1 -0.2 0.5
Se 14.5548 -20.0097 3.5266 0.5 0.1 0.3
H 14.0151 -24.8929 0.9681 0.2 -0.1 0.3
H 12.0705 -23.7750 1.0980 0.2 0.4 -0.4
H 13.4328 -22.8333 0.2833 -0.4 -0.1 -0.2
H 12.3648 -23.6949 3.5799 -0.2 0.0 -0.2
H 10.9741 -22.6722 3.0449 -0.4 -0.3 -0.2
H 11.2966 -21.4934 4.7643 -0.1 -0.1 -0.1
H 11.4888 -21.2207 0.8223 -0.2 -0.3 -0.4
H 13.0274 -20.3751 0.9669 0.0 0.0 -0.1
H 15.0850 -22.0208 2.2209 0.2 0.2 -0.8
H 14.4342 -22.4169 3.7091 -0.3 -0.2 0.2
S 10.9796 -16.9817 4.8452 0.2 0.1 -0.3
C 9.5974 -17.5548 5.6970 -0.6 -0.7 0.7
C 8.3904 -16.8427 5.7084 1.2 0.2 -0.2
C 7.2946 -17.3484 6.3714 -0.6 0.7 -0.1
C 7.3720 -18.5695 7.0066 0.7 -0.9 0.4
C 8.5564 -19.3025 7.0106 -0.1 0.0 0.0
C 9.6719 -18.7870 6.3638 0.1 0.1 -0.3
S 11.1637 -19.7222 6.3097 0.0 -0.1 -0.1
H 8.4511 -15.8892 5.1843 -0.6 -0.1 0.2
H 6.3681 -16.7740 6.3880 0.2 -0.2 0.0
H 6.5513 -19.0086 7.5392 -0.5 0.1 0.1
H 8.6156 -20.2887 7.4874 -0.1 0.4 -0.2
F 7.2347 -14.5085 10.0370 0.6 -0.3 -0.1
C 8.3681 -15.2298 9.7756 -0.8 0.0 -0.1
C 8.4053 -16.5530 10.1720 0.0 0.4 -0.2
C 9.5384 -17.2944 9.8680 0.3 -0.1 0.2
C 10.6390 -16.6977 9.2358 -0.8 0.0 0.3
C 10.5311 -15.3514 8.8469 0.4 -1.0 -0.5
C 9.3854 -14.6331 9.0579 -0.5 1.1 0.6
Sb 12.4587 -17.6776 8.7630 0.0 -0.2 -0.7
C 12.3042 -19.4737 9.9194 0.2 0.2 0.1
C 13.4088 -19.8068 10.7072 -1.0 -1.2 0.4
C 13.4410 -21.0288 11.3950 -0.1 -0.4 -0.1
C 12.3635 -21.9009 11.2743 0.0 0.5 -0.3
F 12.3974 -23.0822 11.9425 0.0 0.4 -0.3
C 11.2607 -21.5911 10.4781 0.2 -0.6 0.4
C 11.2491 -20.3792 9.7996 0.4 -0.2 0.2
C 13.5580 -16.5457 10.1538 0.3 0.1 -0.2
C 14.6533 -15.8526 9.6511 0.2 1.0 1.2
C 15.3417 -14.9199 10.4374 -0.2 -0.9 0.4
C 14.9453 -14.8303 11.7691 0.4 0.1 -0.9
F 15.6181 -14.0044 12.5636 0.5 0.6 0.6
C 13.8992 -15.5262 12.3101 -1.0 0.0 0.0
C 13.1599 -16.3479 11.4600 -0.3 -0.4 0.8
H 7.5638 -16.9892 10.6891 -0.1 0.0 0.0
H 9.5198 -18.3477 10.1742 0.3 0.4 -0.2
H 11.3230 -14.9005 8.2636 0.2 0.1 0.1
H 9.2985 -13.5787 8.7669 0.0 -0.5 0.0
H 14.2262 -19.1386 10.8222 0.6 0.5 0.0
H 14.2916 -21.3812 11.9844 -0.2 0.4 -0.1
H 10.4473 -22.3202 10.3985 0.3 0.3 0.0
H 10.4227 -20.1777 9.1415 -0.2 0.2 -0.1
H 14.9503 -15.9660 8.6436 0.2 -0.2 -1.1
H 16.2069 -14.3622 10.0887 -0.2 0.0 0.0
H 13.6128 -15.3056 13.3388 0.1 -0.3 -0.2
H 12.2688 -16.8864 11.8230 0.5 0.4 0.0
Cl 13.7113 -24.3048 6.4315 -0.2 0.2 0.2
C 13.0065 -23.0617 7.4829 -0.7 0.3 0.4
Cl 13.8740 -21.5127 7.3519 0.0 -0.5 0.1
H 13.0632 -23.3882 8.5308 0.2 0.1 -0.5
H 11.9428 -22.8691 7.2274 0.9 -0.2 -0.1
```
Forces are in eV/Å.

Computed properties:
Kohn-Sham gap, eV: 6.64
Total charge: 0
HOMO level, eV: -7.75


[2]
DFT (the ωB97M-V functional and the def2-TZVPD basis) results for a molecular structure, C4H26FN2O9PS.

```
44
Properties=species:S:1:pos:R:3:forces:R:3
C 3.7618 -0.7098 -0.1287 0.0 -0.2 -0.1
C 2.7840 -1.1459 0.9617 0.1 0.3 0.2
P 0.9851 -1.4778 0.7607 0.2 -0.1 0.0
C 0.9944 -2.5698 -0.6900 0.0 0.0 -0.1
N 0.2430 0.0000 -0.0454 0.6 0.5 1.0
C 0.9334 1.3246 -0.0909 -0.1 0.1 -0.4
N 1.5416 1.5406 -1.3869 0.0 -0.2 0.0
S -1.3034 0.1575 0.3280 -0.8 -1.8 -0.7
O -1.8026 -1.1312 0.7289 0.1 0.8 0.2
O -2.0111 0.8524 -0.6920 0.1 0.6 0.4
F -1.3442 1.0674 1.6136 0.0 0.0 -0.1
H 3.8110 0.3676 -0.2163 -0.1 0.2 -0.1
H 4.7704 -1.0487 0.1251 -0.1 0.0 0.0
H 3.5090 -1.1165 -1.1068 0.0 0.0 0.0
H 2.8802 -0.5029 1.8443 0.0 -0.1 -0.1
H 3.0706 -2.1480 1.3134 -0.1 0.0 0.0
H -0.0363 -2.7009 -1.0228 0.0 -0.1 0.0
H 1.3930 -3.5339 -0.3622 -0.1 0.0 -0.1
H 1.5812 -2.1902 -1.5231 0.0 0.0 -0.1
H 1.6664 1.3876 0.7130 0.1 -0.2 -0.1
H 0.1742 2.0833 0.1195 0.1 0.0 0.1
H 0.8643 1.9369 -2.0269 0.0 0.0 0.0
H 2.3188 2.1834 -1.3365 0.1 0.0 0.1
O 3.3569 0.9807 -4.1474 0.0 0.1 -0.1
H 4.1275 1.3398 -3.7016 0.0 0.0 0.1
H 2.7138 0.7575 -3.4628 0.0 -0.2 0.0
O -5.3369 1.1947 -0.5618 0.0 0.0 0.1
H -5.1725 2.0111 -1.0482 -0.1 0.0 0.0
H -4.5001 0.9942 -0.1315 0.1 -0.1 -0.1
O -0.8353 -1.0839 3.7478 0.1 0.0 0.3
H -1.3699 -1.3869 3.0083 0.1 0.0 -0.1
H -1.1337 -0.1860 3.9226 -0.1 0.0 0.0
O 1.4214 0.6238 3.7358 0.1 0.0 -0.2
H 1.0663 -0.2748 3.8044 -0.2 0.0 0.0
H 1.8994 0.7889 4.5522 0.0 0.0 0.0
O -5.9287 4.1115 -0.9120 0.1 0.1 0.0
H -5.8029 4.0087 0.0361 0.0 -0.1 0.0
H -6.7314 4.6325 -0.9967 -0.1 0.0 -0.1
O 0.9552 -0.7225 -3.6275 -0.1 0.0 0.1
H 0.4436 -1.0814 -4.3585 0.0 0.0 -0.1
H 0.3337 -0.1782 -3.1332 0.0 -0.1 0.1
O -3.4646 -3.2986 2.1059 0.0 0.0 0.1
H -4.0501 -3.2098 1.3490 0.0 0.0 0.0
H -2.7764 -2.6470 1.9393 0.0 0.0 -0.2
```
Forces are in eV/Å.

Computed properties:
Kohn-Sham gap, eV: 9.35
Total charge: 0
HOMO level, eV: -9.11


[3]
DFT (the ωB97M-V functional and the def2-TZVPD basis) results for a molecular structure, C19H43N2O2P3Pr.

```
70
Properties=species:S:1:pos:R:3:forces:R:3
Pr 0.6237 -1.2300 0.8275 0.6 2.5 -1.5
P -1.2303 0.7687 -0.8116 -1.3 0.9 0.3
P -1.6409 -2.7439 1.3088 -2.2 -1.1 0.2
P 0.3844 -1.6224 -2.1527 0.6 -1.3 -0.9
H 3.5287 0.0096 0.7918 0.1 0.3 -0.6
C 3.4106 0.2288 -0.2873 -0.6 0.2 0.2
C 2.7340 1.3142 -0.6927 -0.4 -0.5 0.3
H 2.2355 1.9615 0.0323 0.5 -0.2 -0.2
C -1.9186 2.2409 0.0462 0.2 0.3 0.4
C -2.8829 0.1038 -1.2751 0.1 -0.6 -0.2
C -0.7470 1.6518 -2.3407 0.5 -0.3 -0.2
C -1.0216 -4.2269 2.1980 0.4 0.0 0.0
C -2.9209 -2.1292 2.4847 0.1 0.3 0.2
C -2.7171 -3.5193 0.0508 0.1 0.2 -0.2
C 1.5654 -0.8480 -3.3234 0.2 0.4 0.1
C -1.0214 -2.0082 -3.2674 -0.3 0.1 0.1
C 1.1058 -3.3090 -2.0994 0.1 -0.1 0.3
H 3.8721 -0.4767 -0.9758 0.0 0.2 0.1
H 2.5607 1.5806 -1.7374 0.3 -0.1 0.3
H -1.1332 2.9440 0.3528 -0.4 -0.3 -0.2
H -2.4681 1.9318 0.9426 0.0 0.1 -0.1
H -2.6158 2.7576 -0.6299 0.2 -0.2 0.2
H -3.4103 -0.2068 -0.3636 0.0 0.1 -0.2
H -2.7991 -0.7646 -1.9402 -0.2 0.3 0.2
H -3.4628 0.8887 -1.7828 0.2 -0.3 0.2
H 0.1372 2.2601 -2.1223 -0.1 0.0 -0.1
H -1.5603 2.3111 -2.6707 0.2 -0.2 0.2
H -0.4956 0.9627 -3.1534 -0.1 0.3 0.1
H -1.9035 -4.6908 2.6455 0.2 -0.1 0.1
H -0.3271 -3.9234 2.9893 -0.2 -0.2 0.1
H -0.5014 -4.9667 1.5658 -0.3 0.4 0.0
H -3.3556 -3.0076 2.9854 0.1 0.3 -0.1
H -3.7249 -1.5758 1.9754 0.4 -0.2 0.0
H -2.4949 -1.4637 3.2472 -0.1 -0.2 -0.1
H -3.3338 -4.2643 0.5685 0.1 0.1 -0.2
H -2.1087 -4.0162 -0.7035 -0.1 -0.1 0.0
H -3.3697 -2.7904 -0.4489 0.2 -0.1 0.2
H 2.0421 -1.6158 -3.9475 -0.2 0.2 0.2
H 2.3376 -0.3062 -2.7647 -0.1 -0.2 -0.3
H 1.0470 -0.1395 -3.9792 0.2 -0.1 0.1
H -0.6681 -2.6731 -4.0704 0.0 0.3 0.3
H -1.4430 -1.1024 -3.7173 0.0 -0.2 0.1
H -1.8025 -2.5341 -2.7015 0.1 0.1 -0.3
H 1.2581 -3.6375 -3.1316 0.0 -0.2 0.2
H 0.4241 -4.0042 -1.5886 0.2 0.0 -0.1
H 2.0633 -3.3037 -1.5627 -0.4 -0.1 -0.5
C 3.2125 -4.0605 0.3991 -0.1 0.0 0.2
C 2.8415 -5.0644 1.2945 0.5 0.2 -0.8
C 3.4469 -6.3203 1.1448 0.1 0.2 -0.4
C 4.3924 -6.5415 0.1237 -0.4 0.5 0.2
C 4.7396 -5.5043 -0.7564 0.1 -0.1 0.5
C 4.1633 -4.2301 -0.5974 -0.2 0.2 -0.3
O 2.5037 -2.7160 0.5129 0.6 -0.6 1.1
H 2.8201 -2.3224 1.3553 0.9 -0.7 -0.4
H 2.1148 -4.8490 2.0629 -0.1 -0.2 0.2
H 3.1510 -7.1377 1.8019 0.2 0.2 -0.1
H 4.8470 -7.5262 0.0324 -0.1 0.3 -0.1
H 5.4975 -5.6959 -1.5312 -0.5 0.3 0.4
H 4.4143 -3.4058 -1.2794 0.0 -0.4 0.4
C -0.6024 1.0232 4.5636 -0.2 -0.3 0.6
N -0.2608 2.1002 3.6514 0.3 -0.3 -0.3
C 0.3596 1.9429 2.4803 -0.6 0.8 -0.2
N 0.5808 3.1191 1.8219 0.5 -1.0 0.2
O 0.6174 0.7869 1.9597 0.0 0.6 0.6
H -0.6265 0.0620 4.0335 0.0 0.4 0.1
H -1.5921 1.2138 4.9995 0.3 -0.1 -0.2
H 0.1198 0.9548 5.3915 -0.2 0.0 -0.3
H -0.4327 3.0612 3.9545 0.1 -0.6 0.0
H 1.2192 3.1521 1.0398 -0.2 0.1 0.2
H 0.4046 3.9848 2.3177 0.2 -0.1 -0.3
```
Forces are in eV/Å.

Computed properties:
<S²>: 2.003
Kohn-Sham gap (spin up / spin down), eV: 7.12 / 7.74
Spin multiplicity: 3
Total charge: +3
HOMO level (spin up / spin down), eV: -17.11 / -17.11


[4]
DFT (the ωB97M-V functional and the def2-TZVPD basis) results for 2 unconnected molecules or ions with the total composition CHNO3.

```
6
Properties=species:S:1:pos:R:3:forces:R:3
C 1.2508 0.3060 0.0075 0.5 -2.7 0.9
N -1.1857 -0.4445 0.1654 0.2 -0.7 1.4
O -1.5890 0.0438 -0.8225 -0.3 0.6 -1.1
O 1.0585 1.3325 -0.4383 -0.4 2.6 -1.1
O -1.7736 -0.9795 1.0679 0.5 0.2 -0.3
H 2.2390 -0.2584 0.0200 -0.5 0.1 0.2
```
Forces are in eV/Å.

Computed properties:
Kohn-Sham gap (spin up / spin down), eV: 9.66 / 7.31
Total charge: 0
HOMO level (spin up / spin down), eV: -10.06 / -8.74